Entry 1:
C28H36MoN4O3STe | wB97M-V/def2-TZVPD

Values from the calculation:
- HOMO level (alpha / beta): -7.1 / -7.1 eV
- Max |F|: 0.57 eV/Å
- LUMO (alpha / beta): -1.0036 / -1.0027 eV
- HOMO-LUMO gap (alpha / beta): 6.141 / 6.142 eV

Each line ends with the Mulliken charge.
Geometry (Å):
1 Mo 0.70042 -1.40392 -0.86471  -0.979
2 C 0.55851 -4.87684 -3.35861  -1.450
3 C 0.18820 -3.88366 -2.30234  0.898
4 O 0.90409 -2.77366 -2.29015  -0.339
5 C -0.80861 -4.00564 -1.39729  -1.321
6 C -0.80924 -2.97442 -0.36970  1.882
7 C -2.07706 -2.62166 0.37036  -1.390
8 N 0.39144 -2.83905 0.32225  0.643
9 N 1.34179 -3.72068 0.71784  -1.135
10 C 2.50243 -3.17130 0.43856  0.786
11 O 2.57187 -2.04457 -0.19475  -0.632
12 C 3.75509 -3.85563 0.81441  0.286
13 C 3.76728 -4.83673 1.80377  -0.339
14 C 4.95245 -5.47325 2.12934  -0.612
15 C 6.12815 -5.13894 1.46953  -0.349
16 C 6.11748 -4.16301 0.48429  -0.616
17 C 4.93538 -3.51817 0.15865  -0.407
18 H 0.44001 -4.43519 -4.34872  0.307
19 H 1.60663 -5.15576 -3.24446  0.300
20 H -0.05551 -5.77215 -3.28773  0.386
21 H -1.49173 -4.84405 -1.38067  0.377
22 H -2.92873 -2.68868 -0.30594  0.416
23 H -2.23861 -3.31018 1.20525  0.388
24 H -2.03710 -1.61058 0.78101  0.063
25 H 2.84270 -5.08995 2.30329  0.449
26 H 4.96164 -6.23260 2.90063  0.381
27 H 7.05335 -5.63968 1.72505  0.378
28 H 7.03289 -3.90354 -0.03170  0.391
29 H 4.90939 -2.75128 -0.60346  0.427
30 C -3.60211 1.78843 1.57604  -0.689
31 C -2.97899 2.05884 2.93869  -0.574
32 C -1.57654 1.48065 3.07131  -0.717
33 N -0.64344 2.18760 2.19848  -0.033
34 C 0.23501 1.63465 1.38043  0.450
35 S 0.48348 -0.06234 1.35138  -0.367
36 N 1.05429 2.39778 0.60467  0.326
37 C 1.32402 3.77940 0.55591  0.081
38 O 2.40116 4.13222 0.15068  -0.572
39 C 0.27872 4.75725 0.97190  -0.202
40 C 0.65230 5.80678 1.80659  -0.709
41 C -0.28719 6.75337 2.18148  -0.598
42 C -1.58765 6.67032 1.70276  -0.524
43 C -1.95417 5.64040 0.84737  -0.531
44 C -1.02525 4.67763 0.48502  0.493
45 H -4.58152 2.25815 1.49155  0.420
46 H -3.72840 0.71696 1.41215  0.252
47 H -2.97707 2.17225 0.76843  -0.039
48 H -3.59264 1.61992 3.72801  0.375
49 H -2.94972 3.13494 3.13893  0.332
50 H -1.55340 0.42911 2.79455  0.353
51 H -1.21411 1.56542 4.09889  0.303
52 H -0.67658 3.19671 2.24916  0.181
53 H 1.74365 1.84950 0.09503  0.078
54 H 1.67581 5.87146 2.15026  0.475
55 H -0.00261 7.56289 2.83977  0.406
56 H -2.31593 7.41687 1.99035  0.404
57 H -2.96270 5.58779 0.45908  0.466
58 H -1.30142 3.87017 -0.17983  0.726
59 Te 1.75447 0.25690 -2.61652  -0.236
60 C -1.50017 1.24715 -3.98453  -2.117
61 C -1.42364 0.64390 -2.57593  2.918
62 C -2.73622 -0.10709 -2.29742  -1.646
63 C -1.29458 1.77217 -1.56514  -1.268
64 C -0.30163 -0.38837 -2.51137  -1.160
65 H -2.34542 1.93584 -4.06708  0.423
66 H -1.62672 0.46271 -4.73263  0.461
67 H -0.58298 1.79092 -4.21727  0.397
68 H -3.60012 0.52386 -2.51999  0.461
69 H -2.79201 -0.40965 -1.24961  0.023
70 H -2.80380 -1.00895 -2.90751  0.434
71 H -2.17125 2.42391 -1.63752  0.608
72 H -0.39726 2.36848 -1.74370  0.504
73 H -1.25285 1.36402 -0.55278  -0.454
74 H -0.47745 -1.09613 -3.32400  0.895



Entry 2:
C6H15NO | wB97M-V/def2-TZVPD

Values from the calculation:
- HOMO level: -8.8 eV
- Max |F|: 1.78 eV/Å
- Structure (SMILES): CCNCCCCO
- LUMO: 0.9050 eV
- HOMO-LUMO gap: 9.671 eV

Each line ends with the natural charge from an NBO analysis.
Geometry (Å):
1 C 0.92648 2.84268 2.11381  -0.616
2 C 0.91486 1.61604 1.22090  -0.220
3 N 0.06242 1.86308 0.05953  -0.633
4 C 0.28040 1.00797 -1.14441  -0.214
5 C -0.72940 -0.11268 -1.42153  -0.422
6 C -0.90556 -1.16044 -0.31608  -0.445
7 C 0.00521 -2.42749 -0.50226  -0.061
8 O -0.70296 -3.65352 -0.42034  -0.715
9 H 1.76035 2.87190 2.81604  0.211
10 H -0.03539 2.93708 2.61938  0.199
11 H 1.06001 3.78018 1.56492  0.214
12 H 0.69304 0.75314 1.88181  0.157
13 H 1.90820 1.30482 0.87586  0.185
14 H -0.89200 1.82146 0.39365  0.353
15 H 1.27236 0.57324 -1.05220  0.184
16 H 0.25465 1.70366 -1.98193  0.196
17 H -1.74314 0.25944 -1.62792  0.206
18 H -0.53823 -0.62676 -2.36982  0.208
19 H -0.58456 -0.67906 0.60154  0.197
20 H -1.93374 -1.41039 -0.06245  0.223
21 H 0.32124 -2.32027 -1.54513  0.163
22 H 0.90566 -2.44382 0.11312  0.165
23 H -0.58806 -3.99864 0.45511  0.465



Entry 3:
C4H6N2 | wB97M-V/def2-TZVPD

Values from the calculation:
- HOMO level: -9.8 eV
- Max |F|: 1.24 eV/Å
- Structure (SMILES): C[C@H]1N[C@H]1C#N
- LUMO: 0.9104 eV
- HOMO-LUMO gap: 10.705 eV

Each line ends with the natural charge from an NBO analysis.
Geometry (Å):
1 C 0.52840 0.92813 -1.12848  -0.632
2 C 0.31001 0.55823 0.31842  -0.027
3 N -0.91291 0.44525 1.07504  -0.572
4 C -0.10485 -0.75122 0.91385  -0.197
5 C -0.52596 -1.93218 0.18143  0.261
6 N -0.84301 -2.93533 -0.30401  -0.309
7 H -0.17116 0.50262 -1.85239  0.222
8 H 0.49233 2.02069 -1.20719  0.223
9 H 1.54469 0.62260 -1.40602  0.227
10 H 1.05997 1.03119 0.94813  0.192
11 H -1.81288 0.50570 0.63848  0.378
12 H 0.43538 -0.99568 1.82273  0.233



Entry 4:
H10LiO5 | wB97M-V/def2-TZVPD

Values from the calculation:
- HOMO level: -15.6 eV
- Max |F|: 5.08 eV/Å
- LUMO: -3.5034 eV
- HOMO-LUMO gap: 12.134 eV
- Total charge: +1

Each line ends with the natural charge from an NBO analysis.
Geometry (Å):
1 Li 0.06569 -0.04138 0.06969  0.894
2 O -0.13231 1.53762 -1.51331  -0.943
3 H -0.90131 1.19362 -2.01031  0.482
4 H 0.51269 1.44362 -2.29031  0.480
5 O -2.06231 0.50362 0.40069  -0.965
6 H -2.43231 -0.05038 1.10769  0.476
7 H -2.84031 1.04962 0.19769  0.507
8 O -0.29031 -1.97438 0.73669  -0.964
9 H -0.97031 -1.76237 1.33869  0.480
10 H 0.09569 -2.77038 1.07969  0.507
11 O 1.76569 -0.61037 -0.96231  -0.985
12 H 2.35669 -0.20838 -1.67731  0.507
13 H 1.43469 -1.46238 -1.32331  0.498
14 O 0.72269 1.10562 1.53769  -0.962
15 H 1.63569 1.49762 1.10069  0.505
16 H 1.03969 0.54863 2.20769  0.482



Entry 5:
C26H24N3O4PtS | wB97M-V/def2-TZVPD

Values from the calculation:
- HOMO level (alpha / beta): -10.0 / -10.2 eV
- Max |F|: 1.52 eV/Å
- LUMO (alpha / beta): -4.5047 / -4.7187 eV
- HOMO-LUMO gap (alpha / beta): 5.451 / 5.477 eV
- Multiplicity: 3
- Total charge: +1
- <S²>: 2.021

Each line ends with the Löwdin spin population.
Geometry (Å):
1 Pt -1.20784 -1.37906 -1.05031  1.076
2 O 5.40411 -1.07246 -5.37919  0.000
3 C 4.06457 -1.09392 -5.45064  0.001
4 O 3.51847 -1.04569 -6.51436  0.000
5 C 3.28642 -1.17622 -4.16901  0.004
6 C 3.84461 -1.32356 -2.90495  0.000
7 C 3.04932 -1.41995 -1.77769  0.003
8 C 1.65803 -1.36565 -1.88220  0.011
9 C 1.10294 -1.20642 -3.15939  0.027
10 C 1.89830 -1.11551 -4.27714  0.003
11 N 0.80137 -1.50126 -0.77489  0.071
12 C 1.21993 -1.44791 0.46931  0.142
13 C 0.29506 -1.57132 1.53676  0.030
14 C 0.68963 -1.49385 2.88390  0.032
15 C -0.26532 -1.48930 3.87077  0.011
16 C -1.61630 -1.55871 3.51838  0.038
17 C -1.93982 -1.67192 2.18283  0.028
18 N -1.01662 -1.70518 1.22579  0.186
19 H 5.73891 -1.09705 -4.47889  0.000
20 H 4.91665 -1.37075 -2.75698  0.000
21 H 3.52397 -1.55710 -0.81651  0.001
22 H 0.02325 -1.13043 -3.26958  0.018
23 H 1.47192 -0.99467 -5.26340  0.000
24 H 2.25485 -1.22999 0.69647  0.008
25 H 1.74426 -1.42949 3.11724  0.001
26 H 0.02010 -1.42195 4.91175  0.000
27 H -2.39181 -1.51855 4.26903  0.002
28 H -2.97288 -1.73997 1.86301  0.002
29 C -4.28048 -4.96635 -0.85750  0.002
30 N -3.40466 -3.82451 -1.13668  0.006
31 C -1.97093 -4.05105 -1.08770  0.053
32 C -3.92929 -2.62029 -1.33900  0.008
33 O -3.31528 -1.54776 -1.48120  0.045
34 H -3.68257 -5.87023 -0.79386  0.000
35 H -5.01437 -5.09476 -1.65165  0.000
36 H -4.80182 -4.83298 0.08996  0.000
37 H -1.71514 -4.94736 -1.65094  0.002
38 H -1.61365 -4.15673 -0.06406  0.000
39 H -1.43591 -3.20723 -1.59673  0.026
40 H -5.02143 -2.61611 -1.40105  0.001
41 C 2.11644 5.90974 3.47893  0.000
42 C 0.77061 6.24543 4.04593  0.000
43 O 0.42370 6.15545 5.17875  0.000
44 S -0.43118 6.84607 2.73775  0.000
45 C -0.56573 5.30272 1.86876  -0.001
46 C -0.32474 5.25592 0.49937  0.000
47 C -0.45657 4.06140 -0.18815  -0.001
48 C -0.83133 2.90015 0.48661  0.001
49 C -1.08060 2.95800 1.86311  0.000
50 C -0.95335 4.15013 2.54979  0.000
51 C -0.96331 1.63879 -0.17267  0.034
52 C -1.09995 0.56075 -0.70259  0.124
53 H 2.84684 5.79825 4.27976  0.000
54 H 2.43102 6.67740 2.77715  0.000
55 H 2.04296 4.96862 2.93034  0.000
56 H -0.03204 6.15975 -0.01780  0.000
57 H -0.26432 4.01864 -1.25207  0.000
58 H -1.39102 2.05710 2.37777  0.000
59 H -1.16799 4.19888 3.60959  0.000



Entry 6:
C13H12N2O4Re | wB97M-V/def2-TZVPD

Values from the calculation:
- HOMO level (alpha / beta): -7.8 / -7.3 eV
- Max |F|: 1.03 eV/Å
- LUMO (alpha / beta): -1.0689 / -1.0553 eV
- HOMO-LUMO gap (alpha / beta): 6.706 / 6.238 eV
- Multiplicity: 2
- <S²>: 1.188

Each line ends with the Löwdin spin population.
Geometry (Å):
1 Re 0.77907 -1.79188 -0.62385  1.071
2 O -3.17869 -2.78406 -0.05898  0.029
3 C -2.12544 -2.24713 -0.31839  0.010
4 O -1.00052 -2.81167 -0.60931  0.011
5 C -2.01332 -0.73827 -0.29486  0.000
6 C -3.15007 0.08474 -0.27065  -0.002
7 C -2.97217 1.43449 -0.27495  0.002
8 C -1.66579 1.97726 -0.29105  0.000
9 C -1.41584 3.37037 -0.30010  0.001
10 C -0.13720 3.84227 -0.33096  -0.001
11 C 0.95313 2.94375 -0.35059  0.001
12 C 0.74763 1.59425 -0.33570  0.003
13 C -0.57119 1.08754 -0.30883  0.005
14 N -0.78546 -0.26765 -0.30154  -0.012
15 H -4.12234 -0.38581 -0.25442  0.000
16 H -3.82184 2.10724 -0.26900  0.000
17 H -2.25886 4.05000 -0.28241  0.000
18 H 0.04770 4.90800 -0.34486  0.000
19 H 1.96232 3.33250 -0.38247  0.000
20 H 1.57361 0.89535 -0.37090  0.002
21 N 0.91985 -1.90988 1.68439  0.003
22 C 2.30726 -1.68481 2.13286  -0.001
23 C 3.24742 -1.37598 0.96614  0.006
24 O 4.41648 -1.19383 1.17728  0.011
25 O 2.67859 -1.32771 -0.22624  0.059
26 H 0.29720 -1.18311 2.02178  0.001
27 H 0.55420 -2.79173 2.02566  0.001
28 H 2.70118 -2.56891 2.62950  -0.001
29 H 2.37171 -0.85469 2.83395  0.000
30 C 1.11732 -1.86373 -2.49906  -0.191
31 H 0.56354 -2.47300 -3.21670  -0.007
32 H 1.98054 -1.37392 -2.95575  -0.002